Entry 1:
Computed, not measured: 3 unconnected molecules or ions with the total composition C47H44BrN2O15PS2, with ωB97M-V with the def2-TZVPD basis set.

The calculation puts the HOMO energy at -8.70 eV. The structure (SMILES) is C=CC[C@@H](ON=O)O[C@@](CC(=O)Br)([C@@H](O[C@](C)(O)CCCCS(=O)(=O)O)c1cccnc1)P(O)(O)=S.O=C1c2ccccc2C(=O)c2ccccc21.O=C1c2ccccc2C(=O)c2ccccc21.

```
! wB97M-V def2-TZVPD RIJCOSX def2/J DEFGRID3
* xyz 0 1
C 5.099 -1.132 1.657
C 4.763 -1.587 0.419
C 4.199 -3.024 0.255
C 2.609 -3.090 0.389
O 2.395 -3.458 1.806
N 1.643 -2.480 2.448
O 1.867 -2.577 3.602
O 1.974 -1.838 0.187
C 1.048 -1.792 -0.893
C -0.313 -2.470 -0.439
C -0.463 -4.008 -0.649
O -0.949 -4.384 -1.675
Br 0.006 -5.405 0.643
C 0.667 -0.217 -1.033
O 0.076 0.134 0.218
C -1.070 0.978 0.125
C -0.970 2.174 -0.891
O -1.215 1.580 1.423
C -2.435 0.231 -0.135
C -2.743 -0.731 1.091
C -3.691 -0.106 2.165
C -3.747 -0.942 3.513
S -2.108 -1.178 4.279
O -1.167 -0.103 3.935
O -1.555 -2.410 3.694
O -2.174 -1.264 5.910
C 1.937 0.691 -1.182
C 2.257 1.304 -2.493
C 3.453 2.140 -2.438
C 4.246 2.389 -1.253
N 3.928 1.802 -0.068
C 2.825 1.026 -0.088
P 1.715 -2.316 -2.569
O 1.678 -3.956 -2.844
O 0.837 -1.615 -3.838
S 3.567 -1.792 -2.889
H 5.017 -0.040 1.865
H 5.441 -1.864 2.430
H 4.921 -0.973 -0.501
H 4.490 -3.516 -0.709
H 4.615 -3.676 1.070
H 2.278 -3.916 -0.287
H -1.129 -1.992 -1.046
H -0.448 -2.276 0.661
H -0.011 -0.156 -1.918
H 0.033 2.661 -0.904
H -1.131 1.761 -1.932
H -1.804 2.901 -0.699
H -0.370 1.427 1.884
H -2.479 -0.281 -1.129
H -3.234 1.025 -0.143
H -1.766 -0.932 1.589
H -3.250 -1.648 0.692
H -3.391 0.934 2.476
H -4.763 -0.006 1.830
H -4.392 -0.422 4.277
H -4.194 -1.937 3.271
H -1.234 -1.336 6.188
H 1.653 1.138 -3.407
H 3.788 2.626 -3.389
H 5.136 3.063 -1.274
H 2.545 0.571 0.898
H 1.900 -4.158 -3.772
H 0.245 -2.324 -4.160
O 6.734 2.724 -5.057
C 7.031 2.122 -6.071
C 6.175 1.018 -6.572
C 5.013 0.686 -5.884
C 4.185 -0.316 -6.364
C 4.513 -0.992 -7.535
C 5.680 -0.677 -8.217
C 6.518 0.325 -7.734
C 7.773 0.642 -8.460
O 8.099 0.003 -9.441
C 8.619 1.760 -7.970
C 9.781 2.093 -8.661
C 10.561 3.156 -8.232
C 10.185 3.891 -7.111
C 9.035 3.553 -6.412
C 8.251 2.484 -6.835
H 4.750 1.213 -4.974
H 3.278 -0.569 -5.826
H 3.858 -1.768 -7.916
H 5.935 -1.209 -9.125
H 10.075 1.527 -9.536
H 11.463 3.416 -8.773
H 10.791 4.727 -6.782
H 8.748 4.127 -5.538
O -7.226 0.108 4.652
C -7.986 0.421 5.550
C -8.915 1.567 5.387
C -8.930 2.274 4.188
C -9.822 3.321 4.012
C -10.705 3.666 5.032
C -10.681 2.975 6.235
C -9.783 1.928 6.419
C -9.754 1.208 7.716
O -10.472 1.558 8.633
C -8.839 0.050 7.872
C -8.827 -0.658 9.070
C -7.999 -1.762 9.214
C -7.181 -2.164 8.162
C -7.181 -1.453 6.971
C -8.005 -0.341 6.823
H -8.249 2.005 3.389
H -9.836 3.867 3.076
H -11.410 4.476 4.889
H -11.366 3.251 7.028
H -9.465 -0.352 9.890
H -7.994 -2.314 10.147
H -6.542 -3.032 8.273
H -6.540 -1.768 6.156
*
```


Entry 2:
Computed, not measured: a molecular structure, C47H44F5MnNO3P2SSi2, with ωB97M-V with the def2-TZVPD basis set.

The calculation puts the HOMO energy (spin up / spin down) at -2.58 / -2.17 eV. Its expectation value of S² is 0.906. The energy relative to the best compared isomer or geometry (same formula, charge and spin) is 6.51 kcal per mole.

```
! wB97M-V def2-TZVPD RIJCOSX def2/J DEFGRID3
* xyz -2 2
Mn -0.120 -0.101 0.481
C -1.728 2.708 -1.328
Si -0.518 2.239 0.099
C 1.018 3.299 -0.380
C -1.330 3.161 1.553
C -1.508 4.541 1.662
C -2.139 5.099 2.766
C -2.609 4.270 3.779
C -2.447 2.895 3.674
C -1.807 2.322 2.571
Si -1.565 0.433 2.310
C -3.434 -0.033 2.249
C -0.995 -0.133 4.054
H -1.735 3.792 -1.491
H -2.744 2.407 -1.057
H -1.489 2.232 -2.285
H 0.764 4.364 -0.403
H 1.399 3.055 -1.380
H 1.835 3.167 0.335
H -1.143 5.198 0.876
H -2.262 6.175 2.842
H -3.099 4.699 4.648
H -2.819 2.259 4.473
H -3.928 0.315 3.163
H -3.657 -1.093 2.126
H -3.900 0.488 1.406
H -1.780 0.035 4.801
H -0.120 0.445 4.362
H -0.720 -1.189 4.086
F 1.146 2.144 2.729
C 1.944 1.066 2.608
C 1.643 0.061 1.696
C 2.603 -0.938 1.711
F 2.517 -2.001 0.841
C 3.716 -0.999 2.534
F 4.582 -2.029 2.474
C 3.937 0.026 3.427
F 5.006 0.012 4.242
C 3.039 1.075 3.457
F 3.249 2.089 4.317
C 0.235 -3.567 -0.742
P -0.446 -2.349 0.495
C -2.088 -2.031 -0.251
C -2.063 -0.977 -1.169
C -3.228 -0.531 -1.780
C -4.434 -1.152 -1.499
C -4.464 -2.227 -0.617
C -3.305 -2.661 0.003
C -0.641 -3.359 2.005
C 0.467 -4.112 2.403
C 0.444 -4.845 3.580
C -0.687 -4.837 4.384
C -1.780 -4.068 4.014
C -1.752 -3.326 2.843
P 0.126 -5.396 -0.527
C 0.226 -5.973 -2.274
C 0.343 -7.352 -2.459
C 0.356 -7.898 -3.732
C 0.260 -7.072 -4.847
C 0.155 -5.700 -4.681
C 0.148 -5.157 -3.400
C -1.670 -5.678 -0.231
C -2.061 -6.111 1.035
C -3.399 -6.355 1.319
C -4.360 -6.171 0.336
C -3.980 -5.744 -0.931
C -2.645 -5.501 -1.212
H 1.299 -3.350 -0.858
H -0.253 -3.250 -1.667
H -1.120 -0.524 -1.479
H -3.181 0.295 -2.477
H -5.345 -0.812 -1.975
H -5.398 -2.737 -0.415
H -3.347 -3.512 0.670
H 1.358 -4.125 1.789
H 1.314 -5.423 3.866
H -0.707 -5.411 5.303
H -2.657 -4.027 4.648
H -2.595 -2.699 2.598
H 0.414 -8.002 -1.592
H 0.437 -8.972 -3.856
H 0.257 -7.497 -5.843
H 0.039 -5.046 -5.539
H 0.048 -4.086 -3.301
H -1.309 -6.248 1.805
H -3.689 -6.682 2.311
H -5.405 -6.359 0.555
H -4.727 -5.591 -1.701
H -2.359 -5.166 -2.202
N 1.406 -0.066 -1.229
C 1.379 -0.627 -2.542
C 0.503 -0.151 -3.510
C 0.464 -0.745 -4.768
C 1.306 -1.803 -5.075
C 2.211 -2.245 -4.120
C 2.242 -1.672 -2.860
S 1.232 -2.649 -6.657
O 0.557 -1.718 -7.549
O 0.472 -3.861 -6.369
O 2.628 -2.908 -6.988
H 1.486 0.944 -1.245
H 2.192 -0.440 -0.716
H -0.152 0.680 -3.273
H -0.217 -0.387 -5.529
H 2.905 -3.031 -4.388
H 2.963 -2.011 -2.123
*
```


Table of maximum force (eV Å⁻¹), in record order: 5.43, 1.94